Formula: C20H43InO2P3
Source: OMol25
Level of theory: ωB97M-V/def2-TZVPD

As for the HOMO energy: -16.35 eV. Its energy above the lowest of the compared OMol25 structures with the same formula, charge and spin is 0.0 kcal per mole. Its largest force on an atom is 3.3 eV/Å. As for the total charge: +3.

Last column: natural (NBO) charge in e.
Atoms and positions in Å:
In -0.45 0.16 0.37  1.08
P -2.49 1.74 0.22  0.90
P -1.24 -1.65 -1.34  0.95
P 1.61 0.39 1.97  0.96
H 2.81 -2.77 -2.27  0.21
C 3.29 -2.72 -1.29  -0.39
C 3.01 -3.59 -0.31  -0.42
H 2.28 -4.40 -0.44  0.21
C -2.58 2.42 -1.48  -0.98
C -4.10 0.92 0.46  -0.94
C -2.52 3.19 1.32  -0.94
C -0.20 -3.15 -1.37  -0.96
C -2.91 -2.26 -0.91  -0.94
C -1.37 -1.14 -3.08  -0.94
C 2.85 -0.95 1.96  -0.95
C 1.05 0.49 3.71  -0.92
C 2.63 1.89 1.79  -0.94
H 4.05 -1.94 -1.17  0.22
H 3.58 -3.61 0.63  0.22
H -2.18 3.43 -1.52  0.29
H -3.64 2.45 -1.78  0.30
H -2.05 1.79 -2.22  0.25
H -4.79 1.61 0.98  0.30
H -3.96 0.02 1.07  0.27
H -4.54 0.62 -0.51  0.27
H -3.46 3.74 1.21  0.29
H -1.68 3.87 1.09  0.27
H -2.42 2.86 2.36  0.27
H -0.45 -3.75 -2.26  0.29
H -0.38 -3.76 -0.48  0.25
H 0.87 -2.90 -1.40  0.28
H -3.19 -3.07 -1.61  0.29
H -3.65 -1.45 -0.99  0.25
H -2.92 -2.65 0.11  0.26
H -1.70 -1.99 -3.69  0.29
H -0.39 -0.80 -3.45  0.28
H -2.09 -0.32 -3.20  0.25
H 3.85 -0.50 2.02  0.28
H 2.78 -1.56 1.05  0.28
H 2.70 -1.60 2.83  0.27
H 1.76 1.11 4.27  0.28
H 0.98 -0.51 4.16  0.26
H 0.06 0.96 3.75  0.25
H 2.87 2.27 2.80  0.28
H 2.08 2.66 1.23  0.26
H 3.55 1.64 1.25  0.27
C 1.21 2.69 -1.94  0.33
C 0.49 3.60 -2.73  -0.32
C 1.17 4.67 -3.30  -0.16
C 2.55 4.81 -3.10  -0.19
C 3.26 3.86 -2.36  -0.16
C 2.60 2.76 -1.80  -0.30
O 0.54 1.70 -1.24  -0.79
H -0.44 1.96 -1.11  0.49
H -0.59 3.48 -2.87  0.21
H 0.62 5.41 -3.88  0.25
H 3.07 5.66 -3.54  0.25
H 4.34 3.98 -2.21  0.25
H 3.13 2.01 -1.22  0.21
C 0.34 -3.30 2.68  -0.75
C -1.03 -2.78 2.38  0.69
C -2.15 -3.75 2.48  -0.74
O -1.23 -1.57 2.07  -0.68
H 0.25 -4.33 3.07  0.27
H 0.84 -2.68 3.44  0.25
H 0.96 -3.33 1.77  0.26
H -3.11 -3.23 2.47  0.25
H -2.11 -4.47 1.65  0.27
H -2.05 -4.33 3.41  0.29



Formula: C5H12N2
Source: OMol25
Level of theory: ωB97M-V/def2-TZVPD

As for the HOMO energy: -8.78 eV. Its energy above the lowest of the compared OMol25 structures with the same formula, charge and spin is 105.5 kcal per mole. Its largest force on an atom is 4.0 eV/Å. As for the total charge: 0.

Last column: natural (NBO) charge in e.
Atoms and positions in Å:
C -1.54 -0.31 0.67  -0.33
C 0.69 1.20 -0.29  -0.63
C -0.01 -2.08 0.20  -0.43
C 2.15 0.94 0.13  -0.60
N -0.36 -0.96 1.07  -0.62
C -1.22 0.70 -0.54  0.46
N -1.90 1.14 -1.47  -0.69
H 0.40 -0.04 0.68  0.38
H -2.89 0.95 -1.59  0.39
H -2.34 -0.96 0.29  0.21
H -1.93 0.35 1.45  0.21
H 0.42 2.18 0.11  0.21
H 0.76 1.43 -1.35  0.23
H 0.92 -2.54 0.55  0.20
H 0.15 -1.78 -0.84  0.16
H -0.79 -2.85 0.20  0.19
H 2.49 -0.01 -0.27  0.21
H 2.80 1.75 -0.22  0.22
H 2.21 0.88 1.22  0.21



Formula: C68H166B4F16N8O12
Source: OMol25
Level of theory: ωB97M-V/def2-TZVPD

As for the HOMO energy (spin up / spin down): -4.31 / -5.67 eV. Its expectation value of S² is 0.75. Its largest force on an atom is 4.4 eV/Å. The spin multiplicity is 2. As for the total charge: +1.

Last column: Mulliken spin population.
Atoms and positions in Å:
C 8.44 0.67 -2.07  0.00
C 7.73 2.05 -2.10  0.00
N 6.66 2.35 -3.22  0.00
C 5.37 1.66 -2.94  0.00
C 6.29 3.96 -3.21  0.00
C 5.19 4.47 -4.25  0.00
C 7.23 1.93 -4.64  0.00
C 8.42 2.85 -5.14  0.00
O 9.54 2.92 -4.23  0.00
C 10.65 3.76 -4.52  0.00
H 9.37 0.61 -1.50  0.00
H 8.83 0.10 -2.91  0.00
H 7.66 0.03 -1.66  0.00
H 8.54 2.77 -2.18  0.00
H 7.20 2.30 -1.19  0.00
H 5.71 0.63 -2.83  0.00
H 4.68 1.87 -3.76  0.00
H 4.87 2.13 -2.09  0.00
H 7.17 4.58 -3.37  0.00
H 5.98 4.23 -2.20  0.00
H 5.60 4.50 -5.26  0.00
H 4.93 5.48 -3.96  0.00
H 4.33 3.82 -4.41  0.00
H 6.49 2.17 -5.40  0.00
H 7.62 0.92 -4.77  0.00
H 8.27 3.87 -5.47  0.00
H 8.72 2.50 -6.13  0.00
H 10.42 4.82 -4.60  0.00
H 11.23 3.39 -5.37  0.00
H 11.26 3.70 -3.62  0.00
C 1.74 2.19 -2.28  0.00
C 1.88 0.70 -2.18  0.00
N 0.53 -0.17 -2.02  0.00
C -0.33 0.16 -3.27  0.00
C 0.90 -1.67 -1.87  0.00
C -0.35 -2.53 -1.82  0.00
C -0.24 0.35 -0.80  -0.01
C 0.34 0.15 0.64  -0.01
O 0.16 -1.20 0.99  -0.02
C 0.88 -1.52 2.17  -0.07
H 1.07 2.66 -1.56  0.00
H 1.47 2.35 -3.32  0.00
H 2.72 2.68 -2.25  0.00
H 2.55 0.35 -1.40  0.00
H 2.41 0.30 -3.05  0.00
H -1.30 -0.26 -2.99  0.00
H 0.05 -0.29 -4.19  0.00
H -0.29 1.25 -3.26  0.00
H 1.52 -1.66 -0.97  0.00
H 1.70 -1.83 -2.59  0.00
H -0.10 -3.58 -1.99  0.00
H -1.06 -2.27 -2.61  0.00
H -0.79 -2.54 -0.83  0.00
H -1.21 -0.12 -0.99  0.00
H -0.36 1.41 -0.99  0.00
H -0.18 0.72 1.42  0.02
H 1.37 0.51 0.69  0.00
H 0.55 -2.45 2.63  0.01
H 0.82 -0.75 2.94  0.05
H 1.90 -1.62 1.80  0.00
C 0.25 7.90 -0.21  0.00
C 1.05 8.20 -1.50  0.00
N 0.68 7.21 -2.73  0.00
C 0.95 5.80 -2.35  0.00
C -0.71 7.38 -3.27  0.00
C -1.24 8.74 -3.50  0.00
C 1.79 7.56 -3.84  0.00
C 1.58 6.95 -5.31  0.00
O 1.77 5.49 -5.31  0.00
C 1.92 5.03 -6.68  0.00
H -0.70 8.43 -0.13  0.00
H 0.89 8.20 0.62  0.00
H -0.09 6.87 -0.09  0.00
H 2.10 7.95 -1.36  0.00
H 0.91 9.17 -1.98  0.00
H 0.17 5.59 -1.62  0.00
H 1.92 5.70 -1.85  0.00
H 0.86 5.16 -3.22  0.00
H -1.19 6.90 -2.41  0.00
H -0.93 6.69 -4.09  0.00
H -0.60 9.29 -4.19  0.00
H -1.51 9.28 -2.60  0.00
H -2.25 8.83 -3.90  0.00
H 2.77 7.22 -3.52  0.00
H 1.74 8.64 -3.99  0.00
H 2.41 7.42 -5.84  0.00
H 0.72 7.31 -5.88  0.00
H 2.89 5.46 -6.91  0.00
H 1.08 5.43 -7.23  0.00
H 1.88 3.95 -6.85  0.00
C 3.13 -1.08 5.28  -0.18
C 4.14 -1.98 6.11  0.07
N 4.68 -1.31 7.44  -0.28
C 5.24 0.16 6.96  0.07
C 3.48 -1.01 8.49  0.33
C 4.00 -0.65 9.97  0.19
C 5.84 -2.17 8.03  0.00
C 5.36 -3.68 8.31  0.00
O 4.18 -3.73 9.09  -0.04
C 3.32 -4.88 9.03  0.10
H 3.71 -0.36 4.71  -0.01
H 2.40 -0.54 5.89  0.08
H 2.59 -1.62 4.51  0.02
H 4.95 -2.42 5.52  0.00
H 3.65 -2.86 6.52  0.02
H 5.63 0.62 7.87  -0.01
H 4.43 0.74 6.52  0.00
H 6.10 -0.11 6.34  0.02
H 2.78 -1.85 8.45  -0.05
H 3.02 -0.15 8.02  0.10
H 4.36 -1.48 10.58  0.03
H 3.20 -0.18 10.56  -0.19
H 4.84 0.04 9.96  0.04
H 6.14 -1.67 8.95  0.01
H 6.76 -1.94 7.50  0.00
H 6.09 -4.30 8.83  0.00
H 5.27 -4.28 7.41  0.00
H 2.94 -5.17 8.05  0.01
H 2.45 -4.55 9.60  -0.04
H 3.79 -5.65 9.63  0.00
C -2.32 -3.87 5.65  0.21
C -3.76 -3.85 5.10  -0.07
N -4.02 -4.14 3.61  -0.08
C -5.43 -3.66 3.34  0.01
C -3.04 -3.30 2.71  0.01
C -3.28 -3.18 1.19  0.02
C -3.92 -5.65 3.19  0.00
C -4.87 -6.61 3.76  0.00
O -4.70 -6.62 5.13  -0.01
C -5.73 -7.55 5.70  0.00
H -1.78 -2.92 5.72  -0.01
H -1.67 -4.53 5.08  -0.01
H -2.28 -4.22 6.69  -0.03
H -4.18 -2.85 5.25  0.03
H -4.40 -4.48 5.72  -0.01
H -5.68 -2.62 3.56  0.00
H -6.04 -4.15 4.10  0.00
H -5.68 -3.93 2.31  0.00
H -2.06 -3.65 3.04  0.02
H -3.29 -2.31 3.09  -0.04
H -2.38 -2.79 0.72  0.00
H -4.08 -2.50 0.89  0.00
H -3.51 -4.15 0.75  0.00
H -2.90 -5.92 3.44  0.00
H -3.92 -5.53 2.10  0.00
H -4.66 -7.58 3.30  0.00
H -5.91 -6.38 3.53  0.00
H -5.76 -7.11 6.70  0.00
H -5.36 -8.58 5.63  0.00
H -6.72 -7.71 5.27  0.00
C -3.34 -0.81 7.99  -0.15
C -2.33 -0.16 7.22  0.37
N -1.88 1.30 7.60  -1.88
C -1.03 1.18 8.93  0.46
C -1.10 1.99 6.49  0.23
C 0.02 1.09 5.72  -0.61
C -3.19 2.07 7.94  0.04
C -3.08 3.49 8.53  -0.01
O -2.23 4.26 7.82  -0.04
C -2.84 5.16 6.76  0.01
H -3.09 -0.92 9.05  -0.09
H -3.23 -1.81 7.57  0.00
H -4.36 -0.42 7.94  0.08
H -2.77 -0.01 6.23  0.21
H -1.37 -0.68 7.17  0.44
H -0.66 2.18 9.11  0.13
H -0.26 0.42 8.79  0.56
H -1.57 0.83 9.81  -0.09
H -0.58 2.90 6.81  0.12
H -1.91 2.16 5.78  0.12
H 0.68 0.66 6.48  0.52
H 0.47 1.82 5.04  0.01
H -0.43 0.26 5.19  0.06
H -3.73 1.39 8.60  0.11
H -3.64 1.99 6.95  0.04
H -2.75 3.38 9.56  0.03
H -3.95 4.11 8.71  0.00
H -2.57 6.20 6.93  0.00
H -3.87 4.92 6.51  0.00
H -2.41 5.09 5.76  0.01
C -5.09 2.87 -2.78  0.00
C -4.16 3.02 -3.93  0.00
N -4.88 3.58 -5.20  0.00
C -5.87 2.52 -5.90  0.00
C -5.73 4.96 -4.97  0.00
C -4.97 5.95 -3.99  0.00
C -3.85 3.98 -6.29  0.00
C -2.94 2.88 -6.88  0.00
O -2.05 2.33 -5.94  0.00
C -0.83 2.98 -5.90  0.00
H -5.61 3.77 -2.44  0.00
H -4.42 2.63 -1.95  0.00
H -5.96 2.23 -2.82  0.00
H -3.80 2.04 -4.22  0.00
H -3.40 3.78 -3.75  0.00
H -5.99 2.72 -6.96  0.00
H -6.81 2.57 -5.35  0.00
H -5.41 1.53 -5.88  0.00
H -6.64 4.74 -4.40  0.00
H -6.09 5.46 -5.87  0.00
H -4.16 6.58 -4.38  0.00
H -4.45 5.45 -3.18  0.00
H -5.67 6.64 -3.52  0.00
H -3.29 4.82 -5.87  0.00
H -4.44 4.38 -7.11  0.00
H -2.35 3.28 -7.71  0.00
H -3.38 2.07 -7.46  0.00
H -1.02 4.00 -5.60  0.00
H -0.41 3.00 -6.91  0.00
H -0.04 2.57 -5.26  0.00
C -4.15 -7.63 -0.47  0.00
C -3.37 -7.68 -1.74  0.00
N -3.49 -6.42 -2.70  0.00
C -3.25 -5.12 -1.93  0.00
C -2.35 -6.67 -3.81  0.00
C -0.93 -6.22 -3.50  0.00
C -4.92 -6.40 -3.29  0.00
C -5.23 -7.43 -4.32  0.00
O -4.68 -6.96 -5.53  0.00
C -4.99 -7.89 -6.52  0.00
H -4.03 -8.49 0.18  0.00
H -5.24 -7.66 -0.52  0.00
H -3.92 -6.78 0.18  0.00
H -3.70 -8.52 -2.36  0.00
H -2.29 -7.67 -1.58  0.00
H -3.01 -4.28 -2.58  0.00
H -2.33 -5.31 -1.37  0.00
H -4.03 -4.86 -1.21  0.00
H -2.68 -6.10 -4.68  0.00
H -2.34 -7.71 -4.12  0.00
H -0.56 -6.94 -2.77  0.00
H -0.88 -5.18 -3.18  0.00
H -0.35 -6.34 -4.42  0.00
H -5.05 -5.39 -3.68  0.00
H -5.63 -6.51 -2.47  0.00
H -6.31 -7.58 -4.30  0.00
H -4.89 -8.44 -4.08  0.00
H -6.02 -7.97 -6.87  0.00
H -4.78 -8.91 -6.21  0.00
H -4.48 -7.66 -7.46  0.00
B -1.61 3.96 -0.92  0.01
F -0.39 3.92 -0.22  0.00
F -2.37 2.84 -0.60  0.00
F -2.43 5.03 -0.53  0.00
F -1.41 3.90 -2.27  0.00
B 4.69 0.06 0.46  0.00
F 4.26 -0.67 -0.60  0.00
F 5.52 1.02 0.01  0.00
F 3.73 0.74 1.12  0.00
F 5.31 -0.77 1.34  0.00
B 3.61 1.61 -6.46  0.00
F 3.88 2.94 -6.51  0.00
F 2.91 1.32 -5.32  0.00
F 2.89 1.24 -7.60  0.00
F 4.86 1.01 -6.41  0.00
B -3.98 -1.67 -3.39  0.00
F -4.35 -0.35 -3.54  0.00
F -3.46 -1.91 -2.19  0.00
F -5.09 -2.39 -3.65  0.00
F -2.88 -2.01 -4.21  0.00
C 0.75 -5.00 1.14  0.00
C -0.44 -5.70 1.76  0.00
O -1.42 -5.97 1.03  0.00
O -0.35 -6.12 2.91  0.00
H 0.35 -4.10 0.66  0.00
H 0.97 -5.59 0.26  0.00
H 1.58 -4.81 1.82  0.00
C 1.39 -3.98 -4.93  0.00
C 2.22 -2.94 -5.71  0.00
O 2.93 -3.33 -6.66  0.00
O 2.24 -1.76 -5.37  0.00
H 0.34 -3.84 -5.19  0.00
H 1.67 -4.04 -3.88  0.00
H 1.65 -4.98 -5.29  0.00



Formula: C3H8O2
Source: OMol25
Level of theory: ωB97M-V/def2-TZVPD

The structure (SMILES) is OCCCO. As for the HOMO energy: -10.37 eV. Its energy above the lowest of the compared OMol25 structures with the same formula, charge and spin is 23.0 kcal per mole. Its largest force on an atom is 0.8 eV/Å. As for the total charge: 0.

Last column: natural (NBO) charge in e.
Atoms and positions in Å:
C -0.89 0.53 0.81  -0.05
O -1.04 0.29 2.20  -0.71
C 0.31 -0.15 0.24  -0.45
C 0.42 0.11 -1.24  -0.05
O 1.43 -0.65 -1.89  -0.71
H -1.79 0.25 0.26  0.16
H -0.73 1.61 0.72  0.17
H -0.65 -0.57 2.42  0.46
H 1.21 0.23 0.73  0.21
H 0.26 -1.24 0.41  0.18
H -0.54 -0.03 -1.74  0.15
H 0.64 1.15 -1.38  0.18
H 1.37 -1.54 -1.52  0.46



Formula: C6H14N4
Source: OMol25
Level of theory: ωB97M-V/def2-TZVPD

As for the HOMO energy (spin up / spin down): -7.88 / -7.88 eV. Its energy above the lowest of the compared OMol25 structures with the same formula, charge and spin is 115.7 kcal per mole. Its largest force on an atom is 3.4 eV/Å. As for the total charge: 0.

Last column: natural (NBO) charge in e.
Atoms and positions in Å:
C -0.31 -0.20 -0.79  -0.17
C -0.66 -1.30 0.18  -0.49
C -1.59 0.50 -1.25  -0.60
C 0.46 -0.77 -2.00  -0.59
N 1.28 0.56 1.06  -0.29
C 0.66 0.90 -0.14  0.43
N 1.96 -0.63 0.97  -0.68
C -0.09 0.39 2.29  0.17
N 0.80 2.07 -0.58  -0.60
N -0.99 1.28 2.36  -0.69
H 2.60 -0.71 0.18  0.38
H 2.40 -0.88 1.85  0.37
H 0.18 2.29 -1.35  0.34
H -1.13 1.65 3.29  0.37
H 0.48 0.00 3.14  0.17
H -0.56 -0.66 1.36  0.19
H 0.03 -2.13 0.24  0.23
H -1.69 -1.62 0.18  0.21
H -2.08 1.00 -0.41  0.23
H -1.39 1.25 -2.02  0.20
H -2.28 -0.23 -1.68  0.21
H 0.78 0.03 -2.66  0.21
H -0.19 -1.45 -2.56  0.21
H 1.34 -1.33 -1.69  0.20



Formula: CH5NO2S2
Source: OMol25
Level of theory: ωB97M-V/def2-TZVPD

The structure (SMILES) is O=S1(=O)CN1.S. As for the HOMO energy: -9.12 eV. Its energy above the lowest of the compared OMol25 structures with the same formula, charge and spin is 92.9 kcal per mole. Its largest force on an atom is 2.2 eV/Å. As for the total charge: 0.

Last column: natural (NBO) charge in e.
Atoms and positions in Å:
C -2.24 -0.86 0.48  -0.51
N -1.27 -0.50 -0.67  -0.89
O -1.16 1.43 0.91  -0.90
O -2.89 1.40 -0.93  -0.87
S 1.79 2.17 -0.10  -0.38
S -2.03 0.75 -0.01  2.31
H -1.73 -1.24 1.38  0.23
H -3.09 -1.55 0.21  0.23
H -1.33 -1.03 -1.53  0.43
H 0.57 1.80 0.35  0.20
H 2.83 1.91 0.72  0.16



Formula: C22H22N2O2S
Source: OMol25
Level of theory: ωB97M-V/def2-TZVPD

The structure (SMILES) is CC(=O)Nc1ccc(SCC(=O)c2cc(C)n(-c3ccccc3)c2C)cc1. As for the HOMO energy: -8.09 eV. Its energy above the lowest of the compared OMol25 structures with the same formula, charge and spin is 0.0 kcal per mole. Its largest force on an atom is 0.9 eV/Å. As for the total charge: 0.

Last column: natural (NBO) charge in e.
Atoms and positions in Å:
C 6.45 2.70 1.33  -0.71
C 5.75 1.39 1.62  0.68
O 6.33 0.39 1.97  -0.60
N 4.40 1.48 1.43  -0.62
C 3.42 0.50 1.59  0.23
C 3.72 -0.82 1.92  -0.26
C 2.70 -1.75 2.05  -0.19
C 1.38 -1.36 1.86  -0.20
C 1.07 -0.05 1.55  -0.20
C 2.09 0.87 1.41  -0.26
H 1.85 1.90 1.16  0.20
H 0.04 0.24 1.41  0.23
S 0.08 -2.58 1.96  0.22
C 0.22 -3.21 0.25  -0.61
C 0.10 -2.05 -0.72  0.56
O 1.07 -1.69 -1.36  -0.57
C -1.19 -1.40 -0.77  -0.26
C -1.47 -0.22 -1.44  0.25
N -2.77 0.10 -1.22  -0.38
C -3.35 -0.87 -0.41  0.14
C -2.40 -1.80 -0.13  -0.25
H -2.55 -2.67 0.48  0.22
C -4.78 -0.82 -0.03  -0.64
H -5.40 -0.47 -0.86  0.22
H -4.95 -0.15 0.82  0.22
H -5.11 -1.81 0.26  0.23
C -3.44 1.22 -1.74  0.22
C -4.01 2.16 -0.89  -0.24
C -4.67 3.25 -1.41  -0.20
C -4.77 3.42 -2.78  -0.21
C -4.20 2.49 -3.63  -0.19
C -3.54 1.39 -3.12  -0.24
H -3.10 0.65 -3.78  0.23
H -4.28 2.61 -4.70  0.22
H -5.29 4.27 -3.19  0.22
H -5.11 3.98 -0.74  0.22
H -3.91 2.03 0.18  0.22
C -0.55 0.64 -2.23  -0.66
H -0.84 1.69 -2.16  0.22
H -0.54 0.35 -3.28  0.23
H 0.46 0.52 -1.85  0.26
H -0.58 -3.94 0.13  0.24
H 1.20 -3.70 0.13  0.24
H 2.93 -2.77 2.29  0.22
H 4.75 -1.12 2.06  0.26
H 4.04 2.38 1.15  0.39
H 7.52 2.58 1.49  0.24
H 6.28 3.00 0.29  0.23
H 6.08 3.48 1.99  0.23



Formula: C6H23N2O4
Source: OMol25
Level of theory: ωB97M-V/def2-TZVPD

As for the HOMO energy: -12.72 eV. Its energy above the lowest of the compared OMol25 structures with the same formula, charge and spin is 13.6 kcal per mole. Its largest force on an atom is 2.5 eV/Å. As for the total charge: +1.

Last column: natural (NBO) charge in e.
Atoms and positions in Å:
N -2.78 1.46 -0.98  -0.89
C -1.89 1.65 0.14  -0.24
C -1.00 0.43 0.39  -0.24
N -0.03 0.23 -0.70  -0.39
C 1.41 0.64 -0.46  -0.23
C 2.31 -0.21 -1.29  -0.42
C 1.47 -1.46 -1.62  -0.43
C 0.02 -1.21 -1.24  -0.24
H -3.58 0.93 -0.75  0.39
H -0.32 0.80 -1.51  0.48
H -2.72 2.13 -1.72  0.40
H -2.50 1.71 1.05  0.20
H -1.31 2.57 0.12  0.22
H -0.41 0.55 1.31  0.24
H -1.57 -0.47 0.62  0.22
H 1.58 0.47 0.61  0.23
H 1.62 1.70 -0.62  0.24
H 2.71 0.32 -2.16  0.23
H 3.16 -0.55 -0.70  0.24
H 1.88 -2.36 -1.16  0.24
H 1.64 -1.75 -2.67  0.23
H -0.21 -1.77 -0.33  0.25
H -0.65 -1.55 -2.02  0.24
H -1.15 0.48 4.40  0.49
H -2.12 0.28 3.23  0.48
O -1.20 0.18 3.50  -0.96
H -0.03 -3.94 1.86  0.48
H -0.37 -2.60 2.31  0.48
O -0.12 -3.05 1.48  -0.95
H -0.25 2.03 -3.84  0.51
H -1.47 1.04 -3.37  0.51
O -0.55 1.31 -3.30  -0.99
H 2.04 0.19 3.44  0.48
H 3.43 -0.49 2.89  0.48
O 2.96 0.29 3.12  -0.96